1.
DFT (wB97M-V/def2-TZVPD) results for a molecular structure, C30H47AsCoN4S2SbSi3.

Element x y z (Å)
C (-0.536465, -4.818309, -0.337743)
H (-4.272923, -2.405576, 0.066412)
H (-0.215378, 1.174587, -6.209338)
H (-2.712186, 2.339279, 3.887480)
Co (-0.108035, 0.279035, 0.380792)
S (2.097999, 0.332845, 0.091001)
H (-1.383404, -0.569161, 6.589732)
H (-4.213198, -1.254678, 4.371892)
H (-2.440453, -3.753131, 4.015059)
H (1.537381, 5.159994, -0.599783)
C (3.570625, 0.304426, 3.674909)
C (1.014125, 2.344294, -3.278326)
C (-1.525072, -3.726310, -0.194059)
H (-0.748114, -3.558451, 3.558120)
H (4.548085, -0.170780, 3.797723)
H (3.457671, -2.968308, 2.950838)
H (-2.062708, 3.970350, 3.711136)
H (5.521886, 3.804858, 0.174696)
H (2.096706, 3.075448, 3.987861)
N (0.071370, -1.781640, -0.061366)
C (2.161117, -1.638639, 5.568503)
H (1.374563, 3.217819, 2.388582)
C (-2.319137, -1.651823, 0.065675)
H (-1.150750, 1.780798, 6.327629)
H (1.819098, 2.205258, -5.257629)
H (4.713671, 1.483598, 0.340789)
H (1.908880, 2.796887, -2.869380)
C (1.782239, 3.050891, -0.286171)
H (3.550380, 0.803531, 2.705420)
C (-2.495801, 5.824380, -1.346879)
C (-1.433503, -1.542287, 6.100747)
H (-0.509953, -2.076212, 6.320955)
H (-2.168843, 0.731606, -4.758062)
N (-3.281738, -2.572250, 0.009921)
C (-3.426982, -0.588995, 4.005152)
H (3.170379, -1.910575, 5.889936)
C (-1.632366, 6.083910, 0.880448)
S (-2.387139, 0.022656, 0.229516)
C (2.235842, 4.359246, -0.388258)
H (-2.037614, -3.069159, 2.443550)
H (2.714388, -2.068089, 1.631129)
H (-3.620507, -0.365322, 2.954957)
H (-2.083374, 1.300607, -2.365425)
C (0.963721, 2.008910, -4.624637)
N (-2.810129, -3.848713, -0.151470)
H (-0.282515, 3.314288, 6.322943)
C (1.183349, 3.349658, 3.456639)
As (-0.035654, 2.501560, -0.564671)
C (-0.264555, 2.288613, 5.944061)
H (0.618019, 1.796342, 6.356226)
Si (-0.249187, 2.316921, 4.075977)
C (2.555941, -2.428621, 2.649871)
H (-2.258676, -2.100436, 6.552545)
H (1.540271, -2.532883, 5.644201)
H (-1.555806, 6.653625, 1.797452)
C (-1.810139, 4.623714, -1.478409)
C (-0.178100, 1.428990, -5.158290)
C (-2.408781, 6.553473, -0.170682)
C (4.468178, 3.596188, 0.042058)
H (-2.942329, 7.489580, -0.073219)
H (-3.504567, 0.346007, 4.563517)
H (3.943593, 5.653732, -0.287223)
H (1.776521, -0.895846, 6.269129)
C (-1.903364, 2.922399, 3.442784)
Si (-1.753169, -1.385061, 4.266898)
N (-1.184347, -2.390862, -0.057995)
C (-1.035688, 4.151112, -0.425211)
H (-0.338946, 4.529215, 1.578164)
C (2.662676, 2.003494, -0.018788)
Sb (0.010822, 0.007041, 3.036817)
H (3.471164, 1.059925, 4.456156)
Si (2.234879, -0.990674, 3.815648)
H (-1.068759, -5.762075, -0.415884)
C (3.584603, 4.635982, -0.217075)
H (0.073668, -4.681280, -1.231449)
H (0.663354, -2.191898, 0.658900)
H (0.519877, -1.881126, -0.971160)
H (1.001647, 4.411512, 3.645870)
H (-1.990918, 2.834222, 2.358063)
H (1.728625, -3.145260, 2.666314)
C (-1.274079, 1.178237, -4.343921)
H (-3.094318, 6.191069, -2.170288)
C (-1.737299, -3.098331, 3.493898)
C (4.017464, 2.287944, 0.139079)
H (-1.874730, 4.069829, -2.405723)
C (-0.950702, 4.883716, 0.756078)
C (-1.224970, 1.503484, -2.995559)
H (0.124476, -4.857331, 0.529980)
C (-0.081982, 2.094704, -2.460949)

Forces on atoms 1 to 2 (eV/Å):
0.00 0.00 0.00
0.00 0.00 0.00

The value obtained for the strongest force on any atom is 0.45 eV/Å. As for the HOMO-LUMO gap (spin up / spin down): 0.245 / 0.290 hartree. As for the multiplicity: 2. The charge is +1. The highest occupied orbital energy (spin up / spin down) is -9.57 / -9.99 eV.

2.
DFT (wB97M-V/def2-TZVPD) results for a molecular structure, C30H47BGeN8O2PtS2.

Element x y z (Å)
N (-1.798179, -2.902189, 0.613269)
H (2.870316, -1.153094, 0.630034)
Pt (-0.360490, 0.387721, -0.825862)
O (1.492558, -0.179179, -3.930452)
H (0.017448, -2.667503, -5.531672)
C (-1.441466, -1.842624, 1.483521)
C (-4.939325, 2.528018, -0.569183)
H (-0.596368, -1.635335, -1.471495)
H (4.039950, 0.053122, 2.077187)
Ge (-0.084194, -3.427777, -3.095104)
C (4.723291, -0.725137, -2.531281)
H (6.997631, -0.255937, -0.970697)
H (5.588101, 2.135244, -0.331481)
N (1.582105, 0.374040, -0.002273)
C (7.523492, 1.517701, -2.997066)
H (1.019766, 3.469856, -2.015068)
C (-0.224214, -1.501325, -2.511670)
H (4.276119, 2.260288, -2.341239)
H (8.906179, -0.556059, -4.143540)
H (1.386362, -2.645680, 1.563417)
C (0.882452, -1.836750, 1.015771)
H (1.993438, -0.336558, 1.945941)
H (-3.568555, -3.868983, 1.225305)
C (3.958559, 1.091112, 1.772791)
H (0.668083, -2.229699, 0.014617)
C (4.539726, 2.395167, -0.184435)
C (7.827379, -0.592947, -4.309257)
N (-5.959855, 2.269421, -1.034973)
H (4.481388, 3.224669, 0.528997)
S (-2.560005, 0.707944, -1.417294)
H (0.745266, 1.763676, -2.344494)
N (2.494949, 2.203612, -1.232134)
C (2.528659, 1.223985, -0.283601)
H (5.698290, 1.199157, -5.144578)
C (-3.660674, 2.824839, -0.012131)
H (2.096323, -3.905276, -1.877375)
N (3.789468, 1.245333, 0.325265)
H (-2.544996, -3.591923, -3.707209)
C (1.512531, 2.525472, -2.251358)
H (-3.654542, -3.149103, -0.393211)
H (-0.082578, -4.093411, 0.929805)
H (1.353783, -5.396669, -2.479841)
C (7.489265, -0.680761, -1.849205)
N (-3.407428, 4.761439, 1.669216)
C (-2.593274, -0.047930, 2.710422)
H (8.566955, -0.592903, -1.703441)
H (5.079487, -1.261061, -1.663716)
H (-2.880084, 0.755349, 2.025908)
C (0.601564, -3.357943, -4.923035)
H (-3.301720, -0.071233, 3.539548)
C (-3.266037, -3.010597, 0.615648)
C (-1.163248, -4.183489, 0.905243)
C (2.858246, -0.035677, -3.909134)
S (-0.975617, 2.254607, 0.300153)
C (3.378973, -0.722486, -2.828601)
C (3.824252, 2.742533, -1.467097)
H (-1.498959, -4.580713, 1.871911)
H (0.749055, -4.648363, -0.998928)
C (1.910818, -0.720276, 0.930543)
H (-0.994833, -1.075112, -3.151459)
C (5.037918, 0.656249, -4.480763)
O (2.358633, -1.346374, -2.152895)
B (1.185995, -0.958176, -2.814477)
H (7.533432, -1.637657, -4.424676)
H (2.027401, 2.614560, -3.210160)
H (-4.619988, -1.857352, 1.884370)
H (-1.892834, -5.198926, -3.353351)
H (7.247466, -1.744009, -1.898661)
C (3.674632, 0.664342, -4.767163)
H (8.599555, 1.576391, -2.820542)
C (-3.741227, -1.712965, 1.255064)
H (-1.595536, 0.156160, 3.087712)
N (-0.280756, -1.381518, 1.734621)
H (3.777650, 3.817171, -1.644773)
C (-1.890986, -4.154166, -3.040441)
N (-2.586149, -1.331450, 2.044559)
C (-3.531177, 3.904788, 0.910069)
H (3.149608, 1.570239, 2.331065)
H (7.613493, -0.078204, -5.246535)
H (7.300271, 2.091091, -3.896904)
H (-3.968470, -0.948185, 0.504539)
H (-2.293402, -4.090261, -2.030179)
C (5.578964, -0.012932, -3.378116)
C (-2.573547, 2.067038, -0.341981)
H (-1.432263, -4.901266, 0.129267)
H (1.641773, -3.028063, -4.936240)
C (7.087422, 0.051728, -3.129670)
H (3.275878, 1.195470, -5.620823)
H (7.015625, 1.998117, -2.157624)
C (1.155749, -4.443503, -1.986494)
H (0.552699, -4.348040, -5.377733)
H (4.891355, 1.583669, 2.040244)

Forces on atoms 1 to 2 (eV/Å):
0.00 0.01 0.02
0.01 0.01 0.01

The value obtained for the strongest force on any atom is 0.18 eV/Å. As for the HOMO-LUMO gap: 0.288 hartree. As for the multiplicity: 1. The value obtained for the relative energy (zero: lowest compared OMol25 entry of this formula, charge and spin) is 0.0 kcal/mol. The charge is 0. The highest occupied orbital energy is -7.71 eV.

- Look up the strongest force on any atom of the first one.
  0.45 eV/Å

- Which formula does entry 1 have?
  C30H47AsCoN4S2SbSi3

- What is the formula in the second record?
  C30H47BGeN8O2PtS2